Record 1
Molecular formula: C8H13N3O8PtS3
Method: DFT, the ωB97M-V functional and the def2-TZVPD basis

## Properties
- E_HOMO (spin up / spin down) (Eh) = -0.012 / -0.012
- max |F| (eV/Å) = 0.220
- charge = -2
- DFT total energy (eV) = -65108.302
- ΔE to the lowest compared entry with this formula, charge and spin (kJ/mol) = 0.0

```
36
Properties=species:S:1:pos:R:3:forces:R:3:mulliken_charge:R:1
Pt 1.52903 4.31037 -2.62140 0.0 0.0 0.0 0.198
O -0.40947 2.33306 0.02374 0.0 0.0 0.0 -0.559
S -0.41009 3.56473 -0.77416 0.0 -0.1 0.0 1.211
O -1.55931 4.40275 -0.49287 0.0 0.0 0.0 -0.686
O -0.30231 3.22688 -2.25223 0.0 0.0 0.0 -0.737
O 0.89992 4.31022 -0.56227 0.0 0.0 0.0 -0.741
C -3.03534 -2.30965 3.14860 0.0 0.0 0.0 -1.463
C -2.12211 -1.85849 2.01781 0.0 -0.1 0.0 -0.251
S -0.42639 -1.99681 2.53986 0.0 0.0 0.0 1.340
O -0.18084 -3.38420 2.87538 0.0 0.0 0.0 -0.739
O -0.17144 -0.98971 3.54197 0.0 0.0 0.0 -0.690
C 0.50681 -1.63029 1.07939 0.0 0.0 0.0 -0.596
C 0.18042 -0.28150 0.44202 0.0 0.0 0.0 -1.248
N 0.78654 -0.21445 -0.87772 -0.1 0.2 -0.1 0.780
C 1.88008 0.49646 -1.23203 0.1 0.0 0.1 0.712
N 2.16310 0.36738 -2.52570 0.0 0.0 -0.1 -0.572
C 1.18174 -0.37769 -3.05013 0.0 -0.1 0.0 -0.616
C 0.30496 -0.75779 -2.06044 0.0 -0.1 0.0 0.042
N -0.81148 -1.59392 -2.19264 0.1 -0.1 0.0 1.008
O -1.10608 -1.97876 -3.31693 0.0 0.0 0.0 -0.691
O -1.43511 -1.93727 -1.18368 0.0 0.0 0.0 -0.616
C 2.66022 1.37628 -0.32956 0.0 0.0 0.0 -1.116
H -4.07494 -2.22922 2.83213 0.0 0.0 0.0 0.406
H -2.89122 -1.68224 4.02792 0.0 0.0 0.0 0.350
H -2.83227 -3.34474 3.42080 0.0 0.0 0.0 0.373
H -2.29583 -0.81775 1.74870 0.0 0.0 0.0 0.395
H -2.21840 -2.47427 1.12328 0.0 0.0 0.0 0.325
H 0.30711 -2.45132 0.39304 0.0 0.0 0.0 0.415
H 1.54720 -1.68089 1.40982 0.0 0.0 0.0 0.280
H 0.54611 0.55221 1.02816 0.0 0.0 0.0 0.555
H -0.88263 -0.11324 0.32328 0.0 0.0 0.0 0.386
H 1.12573 -0.62818 -4.09584 0.0 0.0 0.0 0.467
H 3.72341 1.18543 -0.47256 0.0 0.0 0.0 0.398
H 2.39435 1.25731 0.71775 0.0 0.0 0.0 0.233
H 2.44940 2.41198 -0.61784 0.0 0.0 0.0 0.132
S 2.97914 4.93731 -4.03562 0.0 0.0 0.0 -0.687
```
Positions in Å, forces in eV/Å.

***

Record 2
Molecular formula: C17H34BN2O13Sr
Method: DFT, the ωB97M-V functional and the def2-TZVPD basis

## Properties
- E_HOMO (Eh) = -0.403
- max |F| (eV/Å) = 1.981
- charge = +1
- DFT total energy (eV) = -49291.666

```
68
Properties=species:S:1:pos:R:3:forces:R:3:mulliken_charge:R:1
Sr 0.06877 -0.62106 0.41795 -0.4 0.6 -0.8 1.230
O 0.27752 1.10293 -1.38243 -0.2 -0.5 0.1 -0.240
C 0.40147 2.12714 -2.02327 0.5 0.5 0.4 0.222
O -0.50193 2.72496 -2.70453 -0.1 -0.5 0.1 -0.599
B 0.04935 4.02787 -3.21524 -0.7 0.8 -0.9 1.111
O 1.46014 4.03164 -2.80247 0.0 -0.8 0.3 -0.544
C 1.70264 2.97398 -2.03757 -0.1 0.9 -0.9 0.412
O 2.72217 2.72994 -1.46788 0.1 -0.4 0.4 -0.549
O -0.68071 5.12787 -2.61193 0.0 0.1 0.2 -0.535
C -1.23723 5.88761 -3.57057 0.0 -0.4 -0.1 0.580
O -1.93000 6.83779 -3.41752 0.0 0.1 0.2 -0.543
C -0.85755 5.22753 -4.91553 -0.7 1.0 -0.9 0.588
O -0.20442 4.11395 -4.66612 1.0 -0.7 0.9 -0.516
O -1.15082 5.65151 -5.99564 0.1 -0.2 0.4 -0.559
C -3.31157 -1.83559 0.84349 -0.5 -0.2 -0.6 -0.928
O -1.94953 -1.94740 1.22010 -0.1 -0.6 0.6 0.533
C -1.83242 -2.56569 2.49625 -0.6 0.3 1.0 -0.956
C -0.40273 -2.99266 2.75526 -0.8 0.0 -0.4 -0.904
N 0.56712 -1.88760 2.66990 -0.4 -0.8 0.3 0.000
C 0.41078 -0.94817 3.78452 0.8 0.4 0.3 -0.789
C 1.21504 0.31824 3.53852 -0.3 -0.2 -0.7 -1.047
O 0.83982 0.85159 2.24750 0.0 0.3 1.0 0.833
C 1.00090 2.27115 2.18724 0.1 0.2 0.1 -1.370
H -3.91568 -1.18249 1.47773 0.3 0.1 0.3 0.281
H -3.76978 -2.82794 0.84413 0.0 0.0 0.0 0.343
H -3.35283 -1.45161 -0.17309 0.1 0.0 0.0 0.112
H -2.47433 -3.44701 2.62601 0.1 -0.1 -0.6 0.525
H -2.26105 -1.89127 3.25230 0.4 0.2 0.0 0.445
H -0.23831 -3.71529 1.94936 0.6 0.0 0.2 0.209
H -0.35518 -3.51800 3.71449 0.0 0.0 0.0 0.491
H 1.45548 -2.37588 2.75998 0.2 0.6 -0.1 0.143
H 0.75053 -1.38095 4.73264 -0.1 0.0 0.0 0.445
H -0.62325 -0.63911 3.92723 -0.1 -0.3 -0.2 0.258
H 2.28668 0.11585 3.48927 0.1 0.1 0.3 0.428
H 0.95821 1.04423 4.31023 0.3 0.0 0.1 0.463
H 0.89097 2.54391 1.14029 -0.1 0.2 0.1 0.218
H 1.97554 2.60281 2.55697 0.1 -0.3 -0.2 0.437
H 0.27701 2.77851 2.83018 -0.2 -0.1 -0.2 0.386
C 3.55124 0.46352 0.63994 0.9 -0.3 0.4 -0.915
O 2.53739 -0.40593 0.15425 0.2 -0.4 -0.2 0.189
C 3.12576 -1.37264 -0.69575 1.0 0.2 -1.7 -0.964
C 2.13482 -2.17065 -1.52087 -0.3 -0.3 1.2 -0.753
N 1.16310 -2.78023 -0.59467 -1.1 -0.3 -0.7 -0.249
C 0.05859 -3.50355 -1.29893 0.6 0.2 -0.2 -0.950
C -0.73538 -2.65793 -2.29022 0.3 -0.4 0.1 -0.840
O -1.21827 -1.45092 -1.71672 0.1 -0.5 -0.3 0.438
C -1.92201 -0.67673 -2.68585 0.0 1.1 0.3 -1.072
H 4.25940 -0.10967 1.25594 -0.1 -0.1 0.0 0.261
H 3.13797 1.24114 1.26728 -0.3 0.1 -0.2 0.163
H 4.14154 0.88908 -0.17107 -0.3 0.2 -0.1 0.368
H 3.85928 -2.00114 -0.17757 -0.3 -0.1 0.4 0.484
H 3.71048 -0.87286 -1.48374 0.2 0.3 0.4 0.489
H 2.66043 -2.93736 -2.09801 0.2 0.1 -0.1 0.441
H 1.61939 -1.51495 -2.22314 -0.1 0.1 0.1 0.290
H 1.61864 -3.49738 -0.03932 0.2 0.2 0.1 0.226
H -0.58025 -3.95741 -0.54200 -0.1 0.1 0.0 0.283
H 0.51803 -4.29745 -1.89919 -0.3 -0.2 0.0 0.487
H -1.57301 -3.26303 -2.65053 0.0 0.0 0.0 0.475
H -0.10405 -2.46039 -3.16307 -0.1 0.3 0.0 0.540
H -1.26173 -0.02182 -3.25931 0.2 -0.4 -0.1 0.237
H -2.53728 0.03356 -2.12874 -0.2 -0.2 -0.1 0.196
H -2.53299 -1.28168 -3.35190 0.0 -0.2 0.1 0.423
C -2.26163 1.54697 2.02882 -0.4 0.2 -0.9 -0.705
O -1.97261 0.89242 0.76998 -0.2 0.4 0.3 0.018
H -3.33550 1.50933 2.21577 0.1 -0.4 0.4 0.370
H -1.65080 1.03182 2.75794 -0.2 0.1 0.3 0.061
H -2.02216 2.61052 1.97711 0.3 -0.1 0.0 0.277
H -2.64926 1.15203 0.13583 0.2 0.1 -0.1 0.120
```
Positions in Å, forces in eV/Å.

***

Q: max |F| of number 1 (C8H13N3O8PtS3)?
A: 0.220 eV/Å

***

Q: Which value of charge does entry 1 give?
A: -2